# 1
ORCA calculation (wB97M-V/def2-TZVPD) on 4 unconnected molecules or ions with the total composition C16H39INO7.

CARTESIAN COORDINATES (ANGSTROEM)
I (-1.978, 1.428, -1.848)
N (-1.694, 2.025, -3.815)
C (-0.999, 3.363, -3.939)
C (-1.998, 4.462, -3.469)
O (-3.184, 4.482, -4.261)
C (-3.895, 3.249, -4.123)
C (-2.935, 2.124, -4.634)
H (-1.052, 1.341, -4.225)
H (-0.034, 3.379, -3.408)
H (-0.802, 3.526, -5.016)
H (-2.297, 4.333, -2.404)
H (-1.546, 5.467, -3.524)
H (-4.735, 3.272, -4.838)
H (-4.229, 3.101, -3.080)
H (-2.615, 2.460, -5.642)
H (-3.420, 1.140, -4.741)
C (-4.015, 2.772, 4.733)
O (-4.550, 3.151, 3.471)
C (-3.552, 3.550, 2.548)
C (-3.230, 2.435, 1.567)
O (-2.629, 1.320, 2.213)
C (-3.551, 0.266, 2.461)
H (-4.786, 2.226, 5.275)
H (-3.139, 2.128, 4.629)
H (-3.746, 3.664, 5.306)
H (-2.650, 3.885, 3.068)
H (-3.954, 4.402, 1.990)
H (-2.500, 2.809, 0.838)
H (-4.127, 2.126, 1.020)
H (-3.742, -0.290, 1.536)
H (-4.494, 0.634, 2.868)
H (-3.100, -0.410, 3.186)
C (4.506, -0.229, 0.219)
O (3.261, -0.778, 0.633)
C (2.382, 0.201, 1.167)
C (1.341, 0.621, 0.145)
O (1.931, 1.296, -0.964)
C (2.097, 0.452, -2.090)
H (5.001, -0.961, -0.420)
H (4.377, 0.696, -0.346)
H (5.138, -0.040, 1.091)
H (2.939, 1.066, 1.537)
H (1.870, -0.258, 2.018)
H (0.649, 1.327, 0.616)
H (0.760, -0.242, -0.196)
H (1.134, 0.314, -2.600)
H (2.507, -0.522, -1.817)
H (2.789, 0.939, -2.777)
C (3.904, -3.763, 0.557)
O (3.249, -4.854, -0.078)
C (3.918, -6.092, 0.126)
C (3.252, -6.913, 1.216)
O (3.362, -6.283, 2.486)
C (2.180, -5.595, 2.860)
H (3.211, -2.930, 0.597)
H (4.212, -4.010, 1.576)
H (4.781, -3.467, -0.029)
H (4.976, -5.929, 0.354)
H (3.859, -6.647, -0.815)
H (3.763, -7.877, 1.293)
H (2.203, -7.108, 0.971)
H (1.426, -6.309, 3.206)
H (1.774, -5.002, 2.038)
H (2.429, -4.924, 3.683)

Summary:
LUMO level = -5.19 eV
Gap between HOMO and LUMO = 0.1947 hartree
Multiplicity = 1
Total charge = +1
E_HOMO = -0.3854 Ha

Results of the Löwdin charge analysis, in e, for atoms 1 through 8: 1.2009 -0.4874 -0.1524 -0.1890 -0.1290 -0.1667 -0.1749 0.1207


# 2
ORCA calculation (wB97M-V/def2-TZVPD) on a molecular structure, C14H20AuClIN2O2PSe.

CARTESIAN COORDINATES (ANGSTROEM)
C (-3.056, -3.692, -3.651)
C (-2.118, -2.775, -2.933)
H (-2.460, -4.415, -4.226)
H (-3.691, -3.111, -4.331)
H (-3.699, -4.226, -2.941)
O (-0.908, -2.767, -2.991)
I (-3.260, -1.253, -1.715)
Au (-0.778, -0.581, -1.031)
P (-0.403, 0.856, -2.930)
C (1.315, 1.154, -3.425)
C (-1.249, 0.438, -4.471)
H (-2.030, 2.416, -2.069)
H (-0.917, 3.192, -3.268)
H (-0.379, 2.844, -1.588)
C (-0.997, 2.492, -2.424)
H (-2.335, 0.463, -4.322)
H (-0.968, 1.158, -5.257)
H (1.340, 1.834, -4.291)
H (1.798, 0.207, -3.700)
H (-0.953, -0.571, -4.790)
H (1.865, 1.611, -2.592)
C (1.130, -0.877, -0.979)
O (2.250, -1.102, -0.814)
Cl (-2.519, 0.918, 0.247)
C (-1.359, 0.572, 3.520)
N (-0.041, 0.125, 3.117)
C (0.249, -0.875, 2.226)
Se (-0.928, -1.934, 1.269)
N (1.618, -0.975, 2.217)
C (2.180, -0.124, 3.173)
C (3.462, -0.065, 3.708)
C (3.652, 0.772, 4.821)
C (2.583, 1.506, 5.371)
C (1.292, 1.428, 4.828)
C (1.129, 0.591, 3.727)
H (-1.657, 0.102, 4.466)
H (-2.072, 0.346, 2.726)
H (-1.311, 1.657, 3.664)
H (2.134, -1.657, 1.662)
H (4.261, -0.654, 3.259)
H (4.635, 0.862, 5.287)
H (2.768, 2.142, 6.239)
H (0.428, 1.970, 5.215)

Summary:
ΔE to the lowest compared entry with this formula, charge and spin = 9.5 kcal/mol
LUMO level (alpha / beta) = -6.52 / -9.87 eV
Gap between HOMO and LUMO (alpha / beta) = 0.2634 / 0.1795 hartree
Multiplicity = 3
Total charge = +2
E_HOMO (alpha / beta) = -0.5029 / -0.5422 Ha

Results of the Löwdin charge analysis, in e, for atoms 1 through 8: -0.0815 -0.7022 0.1069 0.1003 0.0994 -0.0092 0.9654 0.3000